Below is 3 unconnected molecules or ions with the total composition C2H10N2O2 at a distorted geometry, with properties calculated with ωB97M-V/def2-TZVPD.

Each line ends with the Mulliken spin population.
Geometry (Å):
C: 0.7725 -1.3080 -1.0840  0.01
N: 0.6086 0.0444 -0.6542  0.55
C: -0.3412 0.2206 0.3198  -0.13
N: -0.4709 1.3805 0.8941  0.52
H: -0.0570 -1.5495 -1.7437  0.03
H: 1.7665 -1.5410 -1.5905  0.00
H: 0.7007 -2.0263 -0.2098  0.04
H: 1.4240 0.6483 -0.3898  -0.01
H: -0.9728 -0.6774 0.5637  0.00
H: -1.3140 1.3933 1.4519  -0.01
H: 0.8949 -1.2883 3.6794  0.00
H: 2.3041 -1.8707 3.6608  0.00
O: 1.4278 -1.8632 3.1765  0.00
H: -1.2210 2.1944 -3.1014  0.00
H: -1.9409 1.3984 -2.0042  0.00
O: -2.0698 1.8468 -2.8529  0.00

Calculated values
Expectation value of S²: 0.788
Total charge: +1
Energy relative to the best compared isomer or geometry (same formula, charge and spin) in kJ/mol: 120.0
Spin multiplicity: 2
LUMO energy (alpha / beta) in Ha: -0.16908 / -0.33017
Kohn-Sham gap (alpha / beta) in eV: 10.2 / 5.8


Below is 3 unconnected molecules or ions with the total composition C2H10N2O2 at a distorted geometry, with properties calculated with ωB97M-V/def2-TZVPD.

Each line ends with the Mulliken spin population.
Geometry (Å):
C: -2.6687 -0.2926 -1.4375  -0.01
N: -1.3347 0.0958 -0.9258  0.49
C: -0.5730 -0.8542 -0.3885  -0.13
N: 0.4672 -0.4992 0.3457  0.63
H: -3.1164 -0.9615 -0.7101  0.02
H: -3.1566 0.6723 -1.5454  0.00
H: -2.6398 -0.8672 -2.3959  0.03
H: -0.9140 1.0119 -1.0542  -0.02
H: -0.9990 -1.8486 -0.4736  0.00
H: 1.0878 -1.2395 0.6563  -0.02
H: 3.2580 0.4426 -0.6573  0.00
H: 3.2837 1.6357 0.1445  0.00
O: 3.4528 1.3815 -0.7777  0.00
H: 0.7998 -0.0638 2.6729  0.00
H: 1.7640 1.0888 3.1311  0.00
O: 1.2889 0.2979 3.4154  0.00

Calculated values
Expectation value of S²: 0.788
Total charge: +1
Energy relative to the best compared isomer or geometry (same formula, charge and spin) in kJ/mol: 105.0
Spin multiplicity: 2
LUMO energy (alpha / beta) in Ha: -0.17627 / -0.32595
Kohn-Sham gap (alpha / beta) in eV: 9.8 / 5.7


Below is a molecular structure, C2H10N2O3 at a distorted geometry, with properties calculated with ωB97M-V/def2-TZVPD.

Each line ends with the Mulliken spin population.
Geometry (Å):
O: -1.8141 -0.1156 1.0649  0.44
C: -2.3834 -0.3414 -0.0089  -0.13
N: -2.9735 0.4952 -0.8376  0.69
C: 0.6588 1.5221 0.0079  0.00
N: 0.9931 0.8307 1.3084  0.02
H: -2.3084 -1.3815 -0.4299  -0.01
H: -3.1586 1.4884 -0.5408  -0.02
H: 0.1093 2.4551 0.1132  0.00
H: -0.0059 0.7533 -0.5686  0.00
H: 1.8277 1.1869 1.7251  0.00
H: 1.5768 1.5900 -0.6828  0.00
H: 1.1850 -1.7637 -1.9995  0.00
H: 2.0667 -1.1409 -0.5923  0.00
O: 1.3560 -0.8777 -1.6359  0.00
H: 3.6266 -1.4459 0.2475  0.00
H: 1.0635 -0.1644 1.1303  0.00
O: 2.7365 -1.2496 0.3595  0.00

Calculated values
Expectation value of S²: 0.782
Total charge: -1
Energy relative to the best compared isomer or geometry (same formula, charge and spin) in kJ/mol: 202.5
Spin multiplicity: 2
LUMO energy (alpha / beta) in Ha: 0.14286 / 0.01379
Kohn-Sham gap (alpha / beta) in eV: 7.9 / 4.3


Below is 3 unconnected molecules or ions with the total composition C2H10N2O3 at a distorted geometry, with properties calculated with ωB97M-V/def2-TZVPD.

Each line ends with the Mulliken charge.
Geometry (Å):
O: -0.7962 1.4553 -0.6789  -0.54
C: -0.6325 1.6087 0.4939  0.14
N: 0.7311 1.4441 0.9483  -0.12
C: 1.7650 0.7780 0.1048  -0.36
N: 1.3843 -0.6050 -0.1788  -0.60
H: -1.2400 1.9029 1.3699  0.25
H: 0.9500 1.6438 1.9109  0.16
H: 1.7874 1.2110 -0.9483  0.23
H: 2.7499 0.7512 0.5449  0.40
H: 0.4626 -0.7230 -0.6090  0.23
H: 1.4423 -1.3011 0.5517  0.21
H: -2.2015 -3.6768 -5.6023  0.32
H: -3.7091 -3.2349 -5.0620  0.32
O: -3.1127 -3.4528 -5.7748  -0.64
H: 0.7818 0.3749 4.5972  0.32
H: -0.2065 1.3217 3.9163  0.30
O: -0.1558 0.5017 4.4163  -0.63

Calculated values
Total charge: 0
Energy relative to the best compared isomer or geometry (same formula, charge and spin) in kJ/mol: 189.1
SMILES: NCNC=O.O.O
LUMO energy in Ha: 0.01295
Kohn-Sham gap in eV: 9.6


Below is 3 unconnected molecules or ions with the total composition C2H10N2O3 at a distorted geometry, with properties calculated with ωB97M-V/def2-TZVPD.

Each line ends with the Mulliken charge.
Geometry (Å):
C: 0.8098 1.6081 -1.2086  -0.78
N: 0.7037 0.1670 -0.9255  -0.10
C: 0.9520 -0.1998 0.3673  0.48
N: 1.0212 -1.5301 0.6014  -0.44
O: 1.1372 0.6736 1.2205  -0.67
H: 0.0690 2.0665 -0.5649  0.24
H: 0.4746 1.6697 -2.2448  0.33
H: 1.7956 2.0429 -1.0499  0.24
H: 0.5069 -0.5319 -1.6131  0.24
H: 1.4617 -1.9866 -0.1933  0.23
H: 1.4801 -1.9784 1.3741  0.26
H: -0.7369 0.1915 1.7089  0.32
H: -1.8770 1.0713 1.3645  0.33
O: -1.6641 0.1333 1.4268  -0.67
H: -1.7898 -0.7633 -0.4700  0.37
H: -2.8608 -0.3155 -1.2841  0.30
O: -2.0947 -0.8989 -1.3933  -0.66

Calculated values
Total charge: 0
Energy relative to the best compared isomer or geometry (same formula, charge and spin) in kJ/mol: 50.5
SMILES: CNC(N)=O.O.O
LUMO energy in Ha: 0.02441
Kohn-Sham gap in eV: 10.4


Below is 2 unconnected molecules or ions with the total composition C2H10N2OSi at a distorted geometry, with properties calculated with ωB97M-V/def2-TZVPD.

Each line ends with the Mulliken spin population.
Geometry (Å):
C: 1.7984 -0.0645 1.1632  0.00
C: 1.7506 -0.2840 -1.2472  0.01
N: -2.8356 -1.0716 0.2534  0.02
N: 1.2585 -0.7592 -0.0373  0.49
O: -0.0483 -1.0455 0.1154  0.51
Si: -2.0973 0.4124 -0.0077  0.79
H: 2.3882 -0.8274 1.8474  0.01
H: 2.4900 0.7498 0.8298  0.00
H: 0.8674 0.3984 1.7053  0.01
H: 2.8107 -0.4991 -1.1652  0.01
H: 1.2061 -0.6223 -2.0991  -0.01
H: 1.5037 0.8646 -1.3096  0.03
H: -3.6192 -1.3545 0.8153  0.01
H: -2.1858 -1.8010 0.1277  0.00
H: -2.2762 1.3258 -1.1216  0.07
H: -2.0021 1.1096 1.2649  0.04

Calculated values
Expectation value of S²: 2.006
Total charge: 0
Energy relative to the best compared isomer or geometry (same formula, charge and spin) in kJ/mol: 4.6
Spin multiplicity: 3
LUMO energy (alpha / beta) in Ha: 0.02996 / -0.03618
Kohn-Sham gap (alpha / beta) in eV: 6.2 / 8.3


Below is 2 unconnected molecules or ions with the total composition C2H10N3 at a distorted geometry, with properties calculated with ωB97M-V/def2-TZVPD.

Each line ends with the Mulliken charge.
Geometry (Å):
N: 0.4347 -0.1977 1.7718  -0.45
C: 0.9115 -0.1957 0.1638  0.21
N: 2.3065 -0.2006 0.2056  -0.48
N: 0.5121 0.9549 -0.6326  -0.42
H: -0.4099 0.3283 1.5311  0.35
H: 0.1027 -1.1719 1.7843  0.33
H: 2.3186 0.6911 0.7335  0.41
H: 2.6089 -0.8946 0.8952  0.33
H: 1.0947 1.6925 -0.2508  0.32
H: 0.7914 0.6418 -1.5655  0.30
C: -2.1519 -0.3296 -0.9297  -0.80
H: -2.2404 0.6736 -0.4640  0.26
H: -1.1390 -0.7124 -0.7083  0.00
H: -2.2438 -0.2768 -2.0193  0.30
H: -2.8960 -1.0029 -0.5151  0.33

Calculated values
Total charge: +1
Energy relative to the best compared isomer or geometry (same formula, charge and spin) in kJ/mol: 614.3
LUMO energy in Ha: -0.30639
Kohn-Sham gap in eV: 7.7


Below is 2 unconnected molecules or ions with the total composition C2H10N3, with properties calculated with ωB97M-V/def2-TZVPD.

Each line ends with the Mulliken charge.
Geometry (Å):
C: 0.4533 -1.2210 0.2117  -0.36
C: -0.2688 -0.9863 -0.8860  -0.09
N: -0.9288 -1.9350 -1.5978  -0.44
N: 1.0490 -0.0731 0.9324  -0.18
H: 0.6376 -2.1877 0.6515  0.31
H: -0.4079 0.0290 -1.2292  0.26
H: -1.1530 -1.6912 -2.5488  0.26
H: -0.5990 -2.8829 -1.4922  0.24
H: 2.0055 0.1100 0.6213  0.38
H: 1.0960 -0.2799 1.9279  0.40
H: 0.4682 0.8078 0.7961  0.31
N: -0.4044 2.3282 0.6259  -0.94
H: -1.3894 2.1007 0.7429  0.29
H: -0.3790 2.9523 -0.1766  0.27
H: -0.1793 2.9290 1.4208  0.27

Calculated values
Total charge: +1
Energy relative to the best compared isomer or geometry (same formula, charge and spin) in kJ/mol: 79.6
LUMO energy in Ha: -0.11181
Kohn-Sham gap in eV: 9.8


| no. | DFT total energy (eV) |
| --- | --- |
| 1 | -9301.4990 |
| 2 | -9301.6543 |
| 3 | -11356.2014 |
| 4 | -11358.0730 |
| 5 | -11359.5100 |
| 6 | -15136.1988 |
| 7 | -6694.6721 |
| 8 | -6700.2143 |